C33H88F2O11Zn | wB97M-V/def2-TZVPD

Results
HOMO level = -9.392 eV
frontier orbital gap = 9.494 eV
lowest unoccupied orbital energy = 0.10 eV
F_max = 3.2 eV/A

ORCA input file:
```
! wB97M-V def2-TZVPD RIJCOSX def2/J DEFGRID3
* xyz 0 1
Zn -29.724 -6.611 8.665
F -29.558 -4.876 9.555
F -30.200 -6.925 6.728
C -34.693 -3.876 6.896
C -35.479 -4.891 6.230
C -35.181 -5.013 4.714
O -35.264 -6.122 6.835
H -34.739 -2.924 6.368
H -33.613 -4.028 6.899
H -34.929 -3.818 7.959
H -36.526 -4.619 6.362
H -36.096 -5.283 4.188
H -34.444 -5.786 4.494
H -34.891 -4.059 4.275
H -34.459 -6.463 6.436
C -29.115 -11.262 7.546
C -28.936 -11.584 9.041
C -28.423 -12.936 9.285
O -28.088 -10.571 9.530
H -29.715 -11.972 6.975
H -28.169 -11.051 7.047
H -29.632 -10.305 7.481
H -29.924 -11.448 9.481
H -27.424 -13.119 8.889
H -29.084 -13.689 8.856
H -28.574 -13.148 10.344
H -27.211 -10.884 9.296
C -33.298 -5.733 10.195
C -32.608 -7.117 10.212
C -33.674 -8.162 9.950
O -31.747 -7.182 9.039
H -32.544 -4.946 10.173
H -33.821 -5.496 11.122
H -33.986 -5.601 9.360
H -32.078 -7.406 11.119
H -34.148 -7.894 9.005
H -34.335 -8.110 10.815
H -33.283 -9.177 9.883
H -32.363 -7.007 8.324
C -32.931 -8.721 4.279
C -33.100 -8.765 5.842
C -32.160 -9.760 6.539
O -32.847 -7.463 6.300
H -33.065 -9.749 3.942
H -31.904 -8.509 3.980
H -33.669 -8.068 3.813
H -34.168 -8.956 5.938
H -32.190 -9.625 7.621
H -31.164 -9.539 6.156
H -32.577 -10.737 6.298
H -31.896 -7.375 6.207
C -29.059 -6.060 1.726
C -29.623 -5.881 3.128
C -31.137 -5.581 3.125
O -29.370 -7.051 3.865
H -29.390 -5.177 1.179
H -29.539 -6.909 1.240
H -27.980 -6.212 1.699
H -29.053 -5.108 3.645
H -31.440 -5.312 4.137
H -31.704 -6.464 2.831
H -31.366 -4.768 2.436
H -29.717 -6.943 4.753
C -26.773 -6.780 6.011
C -27.096 -7.456 7.356
C -25.848 -8.000 8.044
O -27.620 -6.489 8.275
H -26.447 -7.492 5.253
H -25.880 -6.176 6.174
H -27.547 -6.116 5.625
H -27.869 -8.196 7.147
H -25.141 -7.197 8.251
H -25.369 -8.720 7.380
H -26.090 -8.571 8.941
H -26.855 -5.999 8.586
C -31.857 -2.168 5.895
C -30.909 -3.098 6.694
C -29.513 -3.261 6.105
O -30.750 -2.478 7.942
H -32.769 -1.940 6.447
H -32.167 -2.611 4.948
H -31.378 -1.205 5.716
H -31.337 -4.099 6.742
H -28.939 -2.336 6.054
H -29.450 -3.622 5.078
H -28.891 -3.948 6.680
H -30.257 -3.038 8.547
C -24.055 -3.661 8.283
C -25.404 -3.513 9.021
C -26.514 -3.058 8.119
O -25.699 -4.785 9.558
H -24.261 -4.305 7.428
H -23.349 -4.205 8.911
H -23.701 -2.723 7.856
H -25.274 -2.899 9.913
H -27.412 -2.803 8.681
H -26.787 -3.824 7.393
H -26.209 -2.178 7.553
H -25.169 -4.857 10.355
C -27.298 -2.843 12.019
C -28.257 -3.918 12.573
C -28.225 -3.966 14.125
O -29.556 -3.575 12.152
H -26.246 -3.012 12.248
H -27.477 -1.895 12.524
H -27.526 -2.741 10.958
H -28.042 -4.915 12.188
H -28.935 -4.707 14.494
H -28.587 -3.047 14.586
H -27.248 -4.172 14.563
H -29.620 -4.004 11.295
C -31.565 -6.144 14.008
C -32.460 -5.356 15.046
C -31.663 -4.187 15.717
O -33.435 -4.755 14.249
H -31.145 -5.452 13.279
H -32.146 -6.838 13.401
H -30.728 -6.662 14.477
H -32.849 -6.088 15.753
H -31.367 -3.439 14.982
H -30.784 -4.559 16.244
H -32.268 -3.639 16.440
H -33.003 -4.274 13.539
C -29.394 -8.878 12.175
C -28.799 -7.775 11.320
C -27.279 -7.617 11.495
O -29.132 -8.078 9.981
H -30.447 -9.063 11.961
H -29.379 -8.641 13.238
H -28.778 -9.776 12.130
H -29.185 -6.773 11.512
H -26.681 -8.487 11.221
H -27.105 -7.468 12.561
H -26.954 -6.743 10.931
H -28.663 -8.911 9.887
*
```



C33H88O33S11 | wB97M-V/def2-TZVPD

Results
relative energy (zero: lowest compared OMol25 entry of this formula, charge and spin) = 158.15 kcal/mol
HOMO level = -10.939 eV
frontier orbital gap = 10.761 eV
lowest unoccupied orbital energy = -0.18 eV
F_max = 5.1 eV/A

ORCA input file:
```
! wB97M-V def2-TZVPD RIJCOSX def2/J DEFGRID3
* xyz 0 1
O 11.157 1.568 3.033
S 9.907 1.488 3.797
O 8.602 1.577 3.173
O 9.911 0.094 4.714
C 11.152 -0.495 5.006
C 10.797 -1.548 6.072
C 9.993 2.683 5.200
H 11.830 0.137 5.579
H 11.713 -0.802 4.124
H 11.692 -2.041 6.453
H 10.294 -2.425 5.663
H 10.317 -1.177 6.977
H 9.094 2.595 5.811
H 10.094 3.685 4.782
H 10.870 2.439 5.800
O 0.957 10.960 7.456
S 0.077 10.096 8.288
O -1.298 10.544 8.497
O 0.046 8.529 7.627
C 1.074 8.112 6.723
C 0.526 8.328 5.322
C 0.760 9.636 9.882
H 1.364 7.091 6.971
H 2.019 8.623 6.905
H 0.237 9.378 5.288
H -0.338 7.707 5.083
H 1.246 8.215 4.512
H 1.187 8.642 9.750
H -0.090 9.590 10.563
H 1.529 10.366 10.137
O -7.604 -10.134 -6.611
S -7.463 -8.910 -7.393
O -8.603 -8.286 -8.084
O -6.770 -7.780 -6.450
C -6.582 -6.502 -6.956
C -5.775 -5.598 -6.020
C -6.161 -9.215 -8.659
H -7.557 -6.015 -6.958
H -6.212 -6.534 -7.980
H -5.991 -5.659 -4.953
H -5.972 -4.569 -6.320
H -4.714 -5.834 -6.096
H -6.540 -10.088 -9.189
H -5.242 -9.597 -8.213
H -5.978 -8.389 -9.347
O -1.309 -0.378 -2.205
S -0.268 -0.631 -1.269
O 1.037 -1.145 -1.680
O -0.063 0.746 -0.243
C 1.057 0.759 0.602
C 1.341 2.108 1.168
C -0.955 -1.771 -0.057
H 1.928 0.362 0.080
H 0.881 0.022 1.386
H 2.305 2.121 1.676
H 0.600 2.462 1.884
H 1.268 2.878 0.400
H -2.011 -1.543 0.089
H -0.398 -1.535 0.850
H -0.779 -2.824 -0.276
O -4.833 8.455 -2.356
S -5.356 8.522 -3.719
O -4.747 9.430 -4.671
O -5.395 7.026 -4.386
C -5.798 5.931 -3.569
C -6.203 4.754 -4.458
C -7.106 8.930 -3.704
H -6.471 6.208 -2.758
H -4.960 5.541 -2.990
H -7.262 4.836 -4.702
H -5.983 3.846 -3.897
H -5.570 4.880 -5.336
H -7.425 8.777 -4.735
H -7.042 9.988 -3.447
H -7.490 8.228 -2.964
O -0.106 2.063 7.010
S 0.475 0.998 7.786
O 0.058 -0.386 7.719
O 2.133 1.021 7.635
C 2.891 0.134 8.452
C 4.343 0.138 8.078
C 0.324 1.425 9.590
H 2.520 -0.885 8.336
H 2.756 0.325 9.516
H 4.848 -0.572 8.733
H 4.831 1.079 8.331
H 4.442 -0.035 7.006
H 0.749 0.586 10.140
H -0.725 1.324 9.869
H 0.858 2.356 9.782
O -0.594 -8.532 0.804
S -1.734 -9.212 1.365
O -1.568 -10.113 2.489
O -2.929 -8.098 1.602
C -3.997 -8.480 2.422
C -3.752 -8.015 3.864
C -2.488 -10.019 -0.129
H -4.060 -9.559 2.569
H -4.942 -8.021 2.129
H -2.888 -8.552 4.255
H -4.581 -8.186 4.551
H -3.444 -6.976 3.983
H -3.476 -10.365 0.175
H -1.840 -10.848 -0.415
H -2.640 -9.340 -0.967
O 4.533 -7.640 4.456
S 4.701 -6.192 4.395
O 5.473 -5.441 5.350
O 5.145 -5.861 2.813
C 5.521 -4.499 2.500
C 5.593 -4.323 0.981
C 3.009 -5.422 4.362
H 6.542 -4.392 2.866
H 4.982 -3.725 3.047
H 4.627 -4.164 0.502
H 6.058 -5.216 0.562
H 6.184 -3.454 0.692
H 3.145 -4.340 4.343
H 2.502 -5.621 5.306
H 2.497 -5.840 3.495
O -3.165 -4.612 -11.870
S -2.197 -3.911 -12.722
O -2.570 -3.196 -13.917
O -1.417 -2.890 -11.669
C -0.705 -3.456 -10.563
C -0.913 -2.562 -9.383
C -0.809 -5.108 -13.084
H 0.324 -3.553 -10.910
H -1.027 -4.446 -10.239
H -0.642 -1.530 -9.610
H -0.367 -2.903 -8.504
H -1.959 -2.395 -9.127
H -0.715 -5.793 -12.241
H 0.107 -4.520 -13.127
H -1.031 -5.619 -14.021
O 6.575 1.326 -8.832
S 5.240 1.254 -8.235
O 4.659 -0.093 -7.888
O 5.509 1.948 -6.758
C 4.432 1.999 -5.829
C 4.517 3.329 -5.109
C 3.990 2.384 -8.957
H 4.587 1.194 -5.112
H 3.410 1.883 -6.190
H 4.455 4.187 -5.779
H 5.364 3.401 -4.426
H 3.637 3.447 -4.476
H 3.038 2.417 -8.427
H 3.874 2.227 -10.029
H 4.483 3.356 -8.958
O -7.573 7.899 2.221
S -7.076 7.021 3.291
O -7.884 6.761 4.467
O -6.685 5.541 2.611
C -6.316 4.466 3.350
C -5.171 3.841 2.558
C -5.379 7.574 3.828
H -7.126 3.760 3.537
H -6.045 4.824 4.343
H -4.806 2.936 3.043
H -4.286 4.463 2.431
H -5.441 3.490 1.562
H -5.531 8.540 4.309
H -4.854 7.698 2.882
H -5.035 6.817 4.533
*
```



C33H89N3O13 | wB97M-V/def2-TZVPD

Results
relative energy (zero: lowest compared OMol25 entry of this formula, charge and spin) = 0.00 kcal/mol
HOMO level = -8.287 eV
frontier orbital gap = 8.269 eV
lowest unoccupied orbital energy = -0.02 eV
F_max = 3.3 eV/A

ORCA input file:
```
! wB97M-V def2-TZVPD RIJCOSX def2/J DEFGRID3
* xyz 0 1
C 4.484 -1.539 4.384
C 4.597 -1.686 2.864
O 5.285 -0.507 2.557
H 5.439 -1.603 4.900
H 3.789 -2.260 4.826
H 3.912 -0.643 4.628
H 3.610 -1.671 2.399
H 5.157 -2.583 2.601
H 6.160 -0.635 2.183
C 3.798 -2.554 -4.906
C 2.974 -1.944 -6.056
O 3.012 -0.540 -6.027
H 3.206 -2.890 -4.053
H 4.502 -1.863 -4.440
H 4.387 -3.422 -5.202
H 1.932 -2.271 -6.086
H 3.264 -2.392 -7.010
H 2.119 -0.181 -6.015
C 2.719 -4.380 0.569
C 3.236 -4.951 -0.712
O 2.489 -6.082 -1.188
H 3.201 -4.747 1.475
H 1.658 -4.614 0.676
H 2.725 -3.291 0.638
H 4.275 -5.196 -0.481
H 3.270 -4.147 -1.447
H 2.723 -6.863 -0.681
O 4.680 2.209 1.785
H 4.590 1.269 1.971
H 4.490 2.289 0.845
O 0.303 0.664 -5.856
H -0.208 0.828 -5.060
H 0.263 1.490 -6.345
O 1.674 4.839 -4.813
H 1.672 4.861 -3.854
H 2.592 4.692 -5.047
O 2.691 6.819 -2.906
H 2.404 7.634 -3.323
H 2.385 6.891 -1.998
O 5.427 3.465 -1.120
H 4.786 2.819 -1.432
H 5.480 4.120 -1.821
O 3.256 2.466 -5.689
H 3.083 1.520 -5.655
H 2.810 2.765 -6.485
O 4.995 3.647 -4.163
H 4.783 2.952 -3.535
H 4.369 3.509 -4.885
C -3.727 2.067 2.999
C -4.386 1.902 1.558
C -5.398 0.742 1.672
C -6.648 0.752 0.809
C -7.266 2.125 0.906
C -6.301 3.338 0.551
N -5.103 3.201 1.365
O -4.237 4.342 1.395
C -5.957 3.162 -0.964
C -7.101 4.594 0.818
C -3.287 1.502 0.585
H -2.695 2.405 2.922
H -3.775 1.191 3.652
H -4.326 2.639 3.711
H -4.898 -0.199 1.445
H -5.764 0.888 2.691
H -7.391 -0.037 0.925
H -6.265 0.544 -0.195
H -7.495 2.292 1.961
H -8.114 2.375 0.269
H -5.138 3.849 -1.197
H -5.545 2.195 -1.248
H -6.731 3.519 -1.645
H -7.026 4.912 1.860
H -6.524 5.370 0.310
H -8.153 4.631 0.541
H -3.695 1.171 -0.372
H -2.668 0.645 0.857
H -2.637 2.374 0.501
H -4.352 4.681 2.287
C 3.734 -0.338 -1.107
C 2.450 0.485 -0.871
C 1.893 0.129 0.519
C 0.835 1.081 1.043
C 1.296 2.511 0.886
C 1.770 2.946 -0.542
N 2.725 1.925 -1.086
O 3.205 2.305 -2.334
C 0.570 3.279 -1.505
C 2.486 4.266 -0.271
C 1.421 -0.054 -1.890
H 3.883 -0.444 -2.182
H 3.669 -1.337 -0.673
H 4.639 0.062 -0.648
H 1.537 -0.893 0.375
H 2.713 0.001 1.229
H 0.683 0.795 2.084
H -0.064 0.833 0.473
H 2.075 2.584 1.648
H 0.512 3.172 1.260
H 0.031 4.088 -1.013
H 0.893 3.527 -2.514
H -0.116 2.432 -1.466
H 3.321 4.244 0.431
H 2.900 4.623 -1.214
H 1.791 4.891 0.292
H 1.678 0.257 -2.907
H 0.417 0.361 -1.780
H 1.354 -1.141 -1.927
H 2.460 2.219 -2.943
C -1.039 -2.327 1.200
C -0.912 -3.105 2.557
C -1.835 -2.428 3.605
C -3.369 -2.704 3.435
C -3.500 -4.211 3.565
C -2.696 -5.004 2.571
N -1.311 -4.526 2.452
O -0.475 -5.317 1.688
C -2.601 -6.475 3.129
C -3.315 -5.180 1.186
C 0.553 -2.991 3.053
H -2.051 -2.357 0.794
H -0.835 -1.259 1.294
H -0.371 -2.718 0.431
H -1.505 -2.742 4.597
H -1.701 -1.344 3.606
H -3.913 -2.212 4.240
H -3.768 -2.470 2.446
H -4.549 -4.513 3.551
H -3.163 -4.461 4.573
H -1.736 -6.467 3.790
H -2.524 -7.249 2.366
H -3.536 -6.716 3.638
H -3.159 -4.220 0.683
H -4.368 -5.459 1.173
H -2.790 -5.777 0.439
H 1.242 -2.617 2.297
H 0.673 -2.290 3.884
H 0.786 -3.894 3.618
H -0.835 -5.241 0.795
*
```